(1)
Here is a 2-piece molecular cluster, C2H4FNO overall at a distorted geometry from the OMol25 dataset. Energies are from ωB97M-V with the def2-TZVPD basis set.

XYZ file:
```
9
C2H4FNO ωB97M-V with the def2-TZVPD basis set
C -0.5833 -0.6020 0.1115
C 1.5140 0.3318 -0.7972
N 0.3457 0.1150 -0.0243
O -1.5555 -1.1783 0.4052
F -2.6989 0.4569 1.9018
H -2.4724 -0.3031 1.3843
H 2.0765 -0.5986 -0.9124
H 1.2466 0.7096 -1.7863
H 2.1273 1.0687 -0.2825
```

Summary:
SMILES: CN=C=O.F
Frontier orbital gap in eV: 11.5
Energy above the lowest of the compared OMol25 structures with the same formula, charge and spin in kJ/mol: 41.9
Highest occupied orbital energy in eV: -11.0690
E_tot in hartree: -308.466957
LUMO energy in eV: 0.4

Atomic partial charges in e from the Löwdin method, atoms 1 to 8:
1 C -0.303
2 C -0.086
3 N 0.097
4 O 0.130
5 F -0.110
6 H 0.012
7 H 0.090
8 H 0.088


(2)
Here is a 15-piece molecular cluster, C27H33BCl42NO4 overall at a distorted geometry from the OMol25 dataset. Energies are from ωB97M-V with the def2-TZVPD basis set.

XYZ file:
```
108
C27H33BCl42NO4 ωB97M-V with the def2-TZVPD basis set
C 2.7561 2.6491 4.0333
C 1.8929 1.3952 4.4187
O 0.7176 1.5485 4.5885
O 2.5431 0.1693 4.4990
C 1.6801 -0.9180 4.1935
O 0.8938 -1.2811 5.0355
C 1.7586 -1.6749 2.8261
B 1.6401 -0.6443 1.5415
C 0.2516 -0.7804 0.6688
C -0.4896 0.5898 0.3672
O -0.7064 1.3867 1.5653
C 0.1048 1.4312 -0.8074
N 1.4652 1.9682 -0.5716
C 2.9513 -0.6927 0.5401
C 4.0268 0.2768 0.7744
C 5.1994 0.3044 -0.1218
C 5.2551 -0.6414 -1.2459
C 4.2160 -1.6304 -1.4673
C 3.0727 -1.6404 -0.5711
H 2.1064 3.4233 3.5501
H 3.2856 3.0886 4.9135
H 3.5211 2.3465 3.2670
H 0.9260 -2.4242 2.7883
H 2.7593 -2.1951 2.8519
H 1.6443 0.4786 2.0000
H 0.3574 -1.3043 -0.3185
H -0.4600 -1.4099 1.2871
H -1.5290 0.2888 0.0358
H -1.5015 0.9913 1.9577
H -0.5751 2.3318 -0.9298
H 0.0257 0.8756 -1.7988
H 1.7621 2.5733 -1.3385
H 1.5098 2.4665 0.3151
H 3.9964 1.0130 1.6051
H 6.0034 1.0311 0.0750
H 6.1280 -0.6205 -1.9694
H 4.2317 -2.3517 -2.3086
H 2.2151 -2.3494 -0.6790
C 6.6669 3.3790 -2.6112
Cl 6.0967 2.1118 -1.5056
Cl 6.0263 3.1108 -4.2389
Cl 6.2062 4.9824 -2.0173
H 7.7505 3.3323 -2.6594
C 7.4143 -2.8624 -4.5433
Cl 9.0641 -2.2454 -4.7107
Cl 6.5534 -2.0048 -3.2594
Cl 6.5423 -2.7286 -6.0781
H 7.4697 -3.9128 -4.2757
C -3.9325 1.6963 -1.2484
Cl -2.7093 0.8982 -2.2409
Cl -3.3647 3.2771 -0.7096
Cl -5.4530 1.8554 -2.1414
H -4.1146 1.0816 -0.3713
C -8.9554 3.3132 -3.9617
Cl -7.5026 2.3393 -4.2422
Cl -8.9843 3.9546 -2.3132
Cl -9.0473 4.6344 -5.1329
H -9.8242 2.6769 -4.0967
C -10.1659 0.1865 -1.8145
Cl -8.5204 0.7990 -2.0196
Cl -10.9948 1.0512 -0.5133
Cl -11.0728 0.3235 -3.3295
H -10.1106 -0.8641 -1.5443
C 1.9787 -0.0598 -4.7030
Cl 3.4263 -1.0322 -5.0078
Cl 1.9676 0.5464 -3.0472
Cl 1.8794 1.2778 -5.8606
H 1.1086 -0.6935 -4.8413
C 6.4054 0.3448 -8.6207
Cl 7.8428 -0.6425 -8.9145
Cl 6.4176 0.9906 -6.9792
Cl 6.2990 1.6539 -9.8058
H 5.5298 -0.2867 -8.7319
C 6.5465 -1.8611 3.2839
Cl 6.0993 -0.8002 1.9295
Cl 5.1291 -2.2465 4.2658
Cl 7.3130 -3.3447 2.6908
H 7.2614 -1.3385 3.9123
C -6.1533 1.9800 2.3321
Cl -6.2354 3.7469 2.3119
Cl -6.9126 1.3127 0.8775
Cl -4.4782 1.4348 2.4666
H -6.6956 1.6251 3.1959
C 3.5803 -4.6531 6.2006
Cl 3.3880 -6.1321 5.2476
Cl 2.4368 -3.4185 5.6749
Cl 3.3805 -4.9973 7.9274
H 4.5861 -4.2762 6.0425
C 5.7417 -9.3257 4.0724
Cl 6.9287 -10.1951 3.0899
Cl 6.3664 -7.7468 4.5525
Cl 4.2177 -9.1515 3.1952
H 5.5535 -9.9051 4.9702
C -4.7484 7.2100 -0.0881
Cl -3.0444 6.7777 -0.2591
Cl -5.6609 5.8743 0.6254
Cl -4.9226 8.6759 0.8872
H -5.1504 7.4090 -1.0762
C -9.6101 -3.9271 -0.3001
Cl -8.3919 -4.7180 -1.3040
Cl -9.0439 -2.3399 0.2311
Cl -11.1383 -3.7772 -1.1782
H -9.7793 -4.5407 0.5787
C -9.9892 2.0616 3.1291
Cl -11.6247 1.4024 3.0124
Cl -9.9334 3.3856 4.2967
Cl -8.8381 0.7942 3.5704
H -9.7074 2.4522 2.1551
```

Summary:
Charge: -1
Frontier orbital gap in eV: 6.6
Highest occupied orbital energy in eV: -5.2265
E_tot in hartree: -20757.110771
LUMO energy in eV: 1.3

Atomic partial charges in e from the Löwdin method, atoms 1 to 8:
1 C 0.016
2 C -0.482
3 O 0.112
4 O 0.040
5 C -0.479
6 O 0.015
7 C -0.052
8 B -0.555


(3)
Here is an isolated molecule of C6H11P at a distorted geometry from the OMol25 dataset. Energies are from ωB97M-V with the def2-TZVPD basis set.

XYZ file:
```
18
C6H11P ωB97M-V with the def2-TZVPD basis set
C 0.1060 1.5447 0.9060
C -0.3531 1.7633 2.0921
C -0.3032 1.8084 -0.4386
C -0.4641 0.4818 -1.2459
C 0.7552 -0.5256 -1.2887
C 0.6423 -2.2689 1.0498
P 1.8610 -1.1296 0.1697
H -0.1463 1.2118 3.0048
H -1.3623 2.2558 2.2940
H -1.2507 2.2052 -0.3623
H 0.5201 2.2995 -0.9835
H -1.4341 -0.0946 -0.8443
H -0.5499 0.6431 -2.3627
H 0.3408 -1.4165 -1.7302
H 1.5683 -0.0807 -2.0474
H 1.1787 -2.7195 1.9228
H 0.1536 -3.0059 0.4040
H -0.1380 -1.5931 1.4789
```

Summary:
Frontier orbital gap (alpha / beta) in eV: 7.8 / 7.9
Energy above the lowest of the compared OMol25 structures with the same formula, charge and spin in kJ/mol: 358.9
Highest occupied orbital energy (alpha / beta) in eV: -7.7630 / -8.2811
E_tot in hartree: -576.380930
LUMO energy (alpha / beta) in eV: 0.1 / -0.3

Atomic partial charges in e from the Löwdin method, atoms 1 to 8:
1 C -0.133
2 C -0.047
3 C -0.246
4 C -0.258
5 C -0.499
6 C -0.417
7 P 0.843
8 H 0.045


(4)
Here is C10H16ClReSY as an isolated structure at a distorted geometry from the OMol25 dataset. Energies are from ωB97M-V with the def2-TZVPD basis set.

XYZ file:
```
30
C10H16ClReSY ωB97M-V with the def2-TZVPD basis set
Y 0.4805 -0.6534 -3.5018
Cl 1.4017 1.5946 -2.4202
C -0.8033 0.2085 -5.2011
C 2.4481 -0.5545 -4.6210
H -0.5211 -0.3983 -6.0801
H -1.8719 -0.0010 -4.9893
H -0.7006 1.2528 -5.5257
H 2.2764 -1.0654 -5.5815
H 3.2010 -1.1377 -4.0487
H 2.8561 0.4374 -4.8489
Re 0.3102 0.4944 -0.5364
C -1.5553 1.2040 -0.3179
C -0.3419 -1.1860 0.0086
H -2.1339 0.7514 -1.1424
H -2.0792 1.0347 0.6367
H -1.4710 2.2838 -0.5107
H 0.2076 -1.9244 0.6252
H -1.3441 -1.6307 -0.1467
S 1.1522 1.1767 1.3630
C 0.4711 0.4972 2.9125
C 1.2080 -0.4861 3.6050
C 0.7006 -1.0206 4.7828
C -0.5615 -0.6259 5.2475
C -1.3047 0.3288 4.5460
C -0.7916 0.8942 3.3712
H 2.1504 -0.8417 3.1907
H 1.2726 -1.7699 5.3398
H -0.9818 -1.0887 6.1413
H -2.2907 0.6225 4.9072
H -1.3838 1.6035 2.7949
```

Summary:
Frontier orbital gap (alpha / beta) in eV: 5.5 / 7.9
⟨S²⟩: 3.82
Multiplicity: 4
Energy above the lowest of the compared OMol25 structures with the same formula, charge and spin in kJ/mol: 0.0
Highest occupied orbital energy (alpha / beta) in eV: -6.4421 / -8.7964
E_tot in hartree: -1365.454069
LUMO energy (alpha / beta) in eV: -0.9 / -0.9

Atomic partial charges in e from the Löwdin method, atoms 1 to 8:
1 Y 1.116
2 Cl -0.034
3 C -0.332
4 C -0.367
5 H -0.036
6 H -0.037
7 H -0.024
8 H -0.033